Below is C44H50BaN4O9S2Te as an isolated structure in a non-equilibrium geometry, with properties calculated with ωB97M-V with the def2-TZVPD basis set.

Structure (XYZ):
```
111
Properties=species:S:1:pos:R:3:forces:R:3:mulliken_charge:R:1
Ba 0.205 0.560 -2.691 -0.13 0.08 -0.62 1.877
C 4.348 -3.496 3.746 -1.66 0.88 0.19 -1.893
C 3.036 -2.624 3.614 0.26 -0.52 0.42 2.231
C 2.957 -1.564 4.754 0.16 -0.73 0.14 -1.505
C 1.846 -3.605 3.726 -0.73 0.99 -0.35 -2.019
C 3.004 -1.954 2.271 0.05 0.21 -1.72 -0.707
C 1.947 -2.031 1.435 1.31 1.42 0.44 -0.351
C 1.976 -1.254 0.183 0.18 -1.49 0.28 -1.028
N 0.927 -0.915 -0.439 0.12 0.42 -0.46 0.367
C -0.357 -1.050 0.044 -1.09 -0.41 0.55 -1.258
C -0.788 -0.614 1.319 0.77 0.56 -0.25 0.414
C -2.117 -0.640 1.688 -0.28 -0.55 0.71 -0.380
C -2.979 -1.400 0.867 0.25 0.57 -0.32 0.442
C -2.594 -1.839 -0.383 -0.10 -0.61 -0.99 -0.423
C -1.286 -1.572 -0.914 0.29 0.49 0.28 0.823
O -0.908 -1.743 -2.139 -0.32 -0.08 0.41 -1.253
C -3.596 -2.500 -1.348 0.56 0.37 0.76 2.660
C -3.917 -1.454 -2.430 -0.70 0.90 1.65 -1.595
C -3.008 -3.764 -2.024 -0.66 0.08 0.77 -1.800
C -4.856 -2.909 -0.559 0.94 -0.87 -0.58 -2.233
C -2.643 0.146 2.924 1.89 -0.65 -0.46 2.824
C -2.083 -0.438 4.249 -0.08 -0.19 -0.33 -1.676
C -2.135 1.583 2.748 -0.74 0.53 0.81 -1.368
C -4.130 0.121 2.991 -1.19 0.37 0.86 -2.241
C 3.294 -1.016 -0.535 -0.77 0.23 0.46 0.625
O 3.278 -0.854 -1.747 0.76 -0.06 1.04 -0.624
C 4.430 -0.908 0.448 0.84 0.76 -0.64 0.252
C 4.223 -1.282 1.724 -0.70 -0.56 0.69 -0.479
C 5.790 -0.326 -0.028 -0.49 0.94 0.44 2.375
C 6.761 -0.064 1.152 -0.29 -0.64 -1.13 -2.285
C 6.354 -1.265 -1.078 1.19 -0.19 0.67 -1.906
C 5.615 1.051 -0.733 0.83 -0.35 -0.04 -1.834
H 4.113 -4.421 4.227 -0.16 -0.63 0.46 0.482
H 5.075 -2.993 4.338 0.83 0.45 0.28 0.386
H 4.705 -3.727 2.776 0.64 -0.21 -0.94 0.363
H 3.046 -2.085 5.741 -0.26 0.40 -0.66 0.451
H 1.991 -1.045 4.675 0.30 -0.02 0.22 0.169
H 3.782 -0.835 4.720 -0.30 -0.17 -0.21 0.330
H 1.855 -3.999 4.729 -0.03 -0.49 0.33 0.566
H 1.937 -4.397 2.969 -0.04 0.11 0.36 0.406
H 0.840 -3.111 3.586 1.06 -0.39 0.17 0.240
H 1.055 -2.521 1.724 -0.82 -0.27 -0.09 0.823
H -0.018 -0.081 1.902 -0.53 -0.27 -0.05 0.023
H -4.026 -1.533 1.136 0.49 0.13 0.17 0.068
H -3.059 -1.101 -2.938 1.08 -0.10 -0.58 0.441
H -4.331 -0.522 -1.979 -0.08 -0.69 -0.13 -0.022
H -4.600 -1.855 -3.135 -0.84 -0.32 -0.79 0.620
H -1.939 -3.735 -2.105 0.42 0.11 -0.10 0.401
H -3.425 -3.846 -3.020 -0.11 -0.27 -0.23 0.332
H -3.303 -4.627 -1.415 0.11 -0.10 -0.26 0.407
H -5.317 -2.107 -0.056 -0.67 1.19 0.37 0.446
H -4.653 -3.673 0.220 0.08 0.22 -0.56 0.389
H -5.548 -3.289 -1.284 -0.66 -0.48 -0.28 0.518
H -0.991 -0.475 4.302 0.03 -0.18 -0.46 0.077
H -2.486 -1.470 4.418 0.25 0.92 0.14 0.303
H -2.330 0.277 5.034 -0.46 -0.31 0.36 0.496
H -1.056 1.665 2.893 -0.03 -0.05 0.09 0.404
H -2.662 2.224 3.502 0.55 -0.26 -0.57 0.408
H -2.362 1.961 1.752 -0.11 0.08 -0.01 0.002
H -4.529 -0.853 3.249 0.03 -0.53 -0.24 0.352
H -4.614 0.480 2.099 -0.02 0.02 -0.42 0.257
H -4.525 0.751 3.804 0.41 0.13 -0.11 0.475
H 5.008 -1.198 2.464 0.25 0.21 -0.20 0.432
H 6.993 -0.970 1.694 0.38 -0.40 0.05 0.438
H 6.301 0.594 1.856 -0.26 0.71 0.46 0.450
H 7.666 0.397 0.740 -0.10 -0.16 0.24 0.462
H 6.279 -2.295 -0.725 0.01 -0.13 -0.23 0.337
H 7.439 -1.045 -1.233 -0.82 -0.08 -0.13 0.482
H 5.783 -1.114 -1.977 -0.02 -0.28 -0.54 0.425
H 5.332 1.848 -0.046 -0.30 -0.09 -0.04 0.323
H 4.938 0.948 -1.579 -0.18 0.29 0.09 0.231
H 6.608 1.348 -1.142 -0.56 -0.21 0.17 0.559
O -2.958 0.964 -8.502 0.32 -0.42 0.89 -0.555
C -3.829 1.424 -7.631 -1.07 1.28 0.30 0.489
O -4.926 1.878 -7.971 1.31 -0.73 0.53 -0.678
C -3.376 1.473 -6.175 -0.59 -0.43 -1.71 0.235
C -4.175 1.967 -5.162 0.88 -0.15 -0.16 -0.913
N -3.450 1.821 -4.042 -1.82 0.49 0.55 0.471
N -2.315 1.219 -4.236 2.05 -0.21 -0.70 0.180
C -2.191 1.017 -5.565 0.30 -0.12 1.40 -0.106
C -0.887 0.349 -6.066 -1.68 0.28 0.62 0.532
O -0.914 0.022 -7.261 0.31 -0.06 -0.66 -0.852
O -0.002 0.156 -5.211 0.32 -0.02 -0.14 -0.653
H -2.164 0.588 -7.947 0.07 -0.02 -0.87 0.476
H -5.152 2.396 -5.226 -0.19 0.18 0.18 0.509
H -3.678 2.164 -3.094 0.01 -0.11 -0.12 -0.264
O 3.487 6.293 -1.806 -0.11 0.60 0.03 -0.690
S 4.174 5.036 -1.726 -1.09 -0.05 0.92 1.246
O 5.608 5.102 -1.704 0.40 -0.25 0.38 -0.705
N 3.636 4.020 -2.822 -0.39 -1.26 0.14 -0.645
C 3.013 2.963 -2.270 0.83 0.43 -0.46 -0.146
O 2.485 2.028 -2.895 -0.32 -0.07 0.12 -0.616
C 2.948 3.001 -0.754 -0.77 -1.62 -1.69 -0.243
C 2.279 2.055 0.003 -0.10 0.89 0.29 1.500
C 1.935 2.401 1.285 -0.29 0.21 0.56 -0.589
C 2.285 3.660 1.780 1.17 0.16 -0.30 -0.785
C 3.094 4.529 1.056 0.04 -0.75 -1.31 -0.876
C 3.415 4.144 -0.268 0.95 2.37 1.06 0.236
H 1.988 1.135 -0.422 -0.26 -0.67 -0.37 0.251
H 1.338 1.746 1.912 0.10 -0.07 -0.09 0.343
H 2.066 3.951 2.779 -0.51 0.03 0.67 0.429
H 3.412 5.472 1.446 0.09 0.38 0.23 0.462
Te -3.622 3.414 -0.814 0.52 -0.26 -0.50 -0.232
C -5.066 2.374 0.276 0.23 1.50 0.69 -0.196
C -5.892 1.327 0.086 -0.71 -0.80 -0.56 -0.159
C -6.924 1.237 1.081 0.04 -1.08 -0.15 -0.676
C -6.811 2.170 2.041 -0.24 0.40 0.54 -0.440
S -5.528 3.254 1.726 0.10 -0.50 -0.34 -0.224
H -5.797 0.653 -0.774 -0.10 0.31 0.41 0.389
H -7.667 0.442 1.185 0.26 0.15 -0.36 0.309
H -7.406 2.204 2.935 -0.12 0.21 0.15 0.396
```
Forces are in eV/Å.

## Properties
Total energy   -3692.9663 Ha
LUMO level   2.3 eV
HOMO   -2.309 eV
Net charge   -2
Relative energy (zero: lowest compared OMol25 entry of this formula, charge and spin)   0.0 kJ/mol